[1]
The following is a DFT calculation (ωB97M-V with the def2-TZVPD basis set) of a cluster of 2 separate species, CH7N2Si in total in a non-equilibrium geometry.

Geometry (Å):
C: 1.68187 0.68835 0.07379
N: 2.13701 -0.51537 -0.13465
N: -1.21522 0.60078 -0.03354
Si: -2.57674 -0.32045 -0.05612
H: 0.83127 0.78644 0.81320
H: 1.76822 -1.30933 0.23860
H: 2.97559 -0.61691 -0.59638
H: 2.39760 1.42371 -0.34728
H: -3.92706 0.10347 0.37274
H: -2.37835 -1.83934 -0.34624
H: -1.54816 1.63733 -0.08511

Values from the calculation:
E_HOMO: -13.57 eV
DFT total energy: -440.95486 Ha
Net charge: +1
Frontier orbital gap: 8.4 eV
ΔE to the lowest compared entry with this formula, charge and spin: 268.69 kJ/mol
Multiplicity: 1

Atomic charges from the Mulliken analysis, expressed in e, are listed below: -0.0059 -0.1112 -0.5022 0.3514 0.2832 0.2435 0.2436 0.3266 -0.0153 -0.0363 0.2225

[2]
The following is a DFT calculation (ωB97M-V with the def2-TZVPD basis set) of a structure of composition C20H23F3N2 in a non-equilibrium geometry.

Geometry (Å):
F: -4.92953 0.00148 0.55661
C: -5.03851 0.25049 -0.86858
F: -6.04399 -0.59052 -1.36283
F: -5.32512 1.55574 -0.97323
C: -3.56977 0.09143 -1.71108
C: -2.84246 -1.05208 -1.11374
C: -1.64334 -1.27454 -1.64355
C: -1.15883 -0.67017 -2.87313
C: -1.85256 0.46571 -3.20269
C: -3.15843 0.85560 -2.54146
H: -3.63132 1.52563 -2.67745
H: -1.42902 1.04935 -3.95047
H: -0.27499 -0.70860 -3.44433
C: -0.91250 -2.73956 -1.27214
N: -0.33897 -2.64491 -0.08680
H: -1.12001 -2.42204 0.81033
C: 0.61855 -1.50433 0.30295
C: 1.40830 -2.04390 1.65422
C: 2.46529 -1.30804 1.87176
N: 2.01625 0.16026 2.25358
C: 1.47255 0.63996 0.84365
C: 0.27976 -0.24563 0.74380
H: -0.26888 0.08889 -0.26951
H: -0.50925 -0.18117 1.54137
H: 1.13008 1.44032 0.94245
H: 2.03451 0.65349 0.04210
C: 2.96900 1.25782 2.64546
C: 4.16576 1.20607 1.87034
C: 5.35951 0.64490 2.03345
C: 6.34407 0.84108 1.12995
C: 6.37290 1.69749 0.15915
C: 5.31792 2.62129 -0.01887
C: 4.13564 2.37744 0.95417
H: 3.33134 3.17333 0.81446
H: 5.25071 3.51620 -0.62609
H: 7.16221 1.80902 -0.39141
H: 7.29548 0.08420 0.99852
H: 5.27563 -0.17022 2.89232
H: 2.45820 1.98301 2.95755
H: 3.38362 0.57771 3.82863
H: 2.90367 -1.38216 2.93963
H: 3.35344 -1.18003 1.38500
H: 1.86170 -3.07576 1.49016
H: 0.72661 -1.98618 2.40839
H: 1.49748 -1.76883 -0.53354
H: -1.66531 -3.51818 -1.48238
H: -0.11730 -2.70080 -2.01343
H: -3.40220 -1.66957 -0.42164

Values from the calculation:
E_HOMO: -8.19 eV
DFT total energy: -1184.41901 Ha
Frontier orbital gap: 8.9 eV
Multiplicity: 1

Atomic charges from the Mulliken analysis, expressed in e, are listed below: -0.2715 0.7835 -0.2316 -0.2496 -0.1006 -0.0486 0.3370 -0.6524 -0.5934 -1.3723 1.5216 0.4192 0.3580 -1.1418 -0.1246 0.3576 -0.6804 -0.9818 -0.6064 -0.0203 -2.4378 0.6256 -0.0352 0.3198 1.3388 0.6867 -1.5268 1.0893 -0.1385 -0.2372 -0.5799 -0.5878 -0.6102 0.2306 0.3849 0.5867 0.1081 0.1878 0.6635 0.3259 0.3558 0.6488 0.2965 0.3959 -0.0043 0.3721 0.4088 0.4305

[3]
The following is a DFT calculation (ωB97M-V with the def2-TZVPD basis set) of a cluster of 2 separate species, C10H12O2Se in total in a non-equilibrium geometry.

Geometry (Å):
C: -1.09974 2.03912 0.22714
C: -0.86415 0.72146 -0.37136
O: -1.96599 0.28836 -0.96978
C: 0.23848 0.03969 -0.23009
Se: 0.28164 -1.78770 -1.15998
C: 2.22582 -1.77858 -0.55358
C: 2.97167 -0.67335 -1.20675
C: 2.58972 0.48637 -0.70333
C: 1.57640 0.28007 0.39593
C: 2.06678 -1.13162 0.84616
H: -0.64216 2.87032 -0.35603
H: -0.55873 2.20474 1.21247
H: -2.18749 2.23834 0.32557
H: -1.94975 -0.68801 -1.17055
H: 2.64018 -2.81120 -0.52373
H: 3.65453 -1.03975 -2.03605
H: 2.94336 1.47547 -1.22810
H: 1.59712 1.00590 1.11328
H: 3.08388 -0.94241 1.28577
H: 1.25537 -1.75111 1.33627
C: -2.59729 -2.54406 1.59551
C: -2.91984 -1.28464 1.79216
O: -3.30636 -0.19638 1.87115
H: -1.86015 -2.61850 0.76433
H: -2.91000 -3.44748 2.03825

Values from the calculation:
E_HOMO: -7.92 eV
DFT total energy: -2940.02647 Ha
Frontier orbital gap: 8.5 eV
SMILES string: C/C(O)=C1/[Se][C@H]2C=C[C@@H]1C2.C=C=O
ΔE to the lowest compared entry with this formula, charge and spin: 124.59 kJ/mol
Multiplicity: 1

Atomic charges from the Mulliken analysis, expressed in e, are listed below: -1.3462 1.0204 -0.5627 -0.3225 -0.1058 -0.3476 -0.3948 -0.3619 -0.2478 -0.9412 0.3470 0.2849 0.3551 0.2611 0.4770 0.3025 0.2574 0.6088 0.3722 0.3071 -1.0094 0.9120 -0.3469 0.1588 0.3224

[4]
The following is a DFT calculation (ωB97M-V with the def2-TZVPD basis set) of the molecule C4H7NO2.

Geometry (Å):
N: 1.87050 -0.30803 -0.54074
C: 0.64976 -0.15304 0.17305
O: 0.92342 0.48604 1.36996
C: -0.53498 -1.05879 0.09208
C: -0.56007 0.25571 -0.67555
C: -1.34921 1.38042 -0.14276
O: -1.87834 1.37651 0.94926
H: 1.73043 -0.60807 -1.49701
H: 2.50640 -0.93684 -0.06307
H: 0.20219 0.30499 1.98549
H: -1.21432 -1.08842 0.94408
H: -0.48260 -1.98172 -0.47844
H: -0.42184 0.23397 -1.75398
H: -1.37726 2.28244 -0.78507

Values from the calculation:
E_HOMO: -9.20 eV
DFT total energy: -361.80744 Ha
Frontier orbital gap: 10.0 eV
SMILES string: N[C@]1(O)C[C@H]1C=O
ΔE to the lowest compared entry with this formula, charge and spin: 192.76 kJ/mol
Multiplicity: 1

Atomic charges from the Mulliken analysis, expressed in e, are listed below: -0.5926 0.6586 -0.5475 -0.8102 -0.1867 -0.0765 -0.5190 0.2251 0.2527 0.3729 0.2553 0.2657 0.3532 0.3491

[5]
The following is a DFT calculation (ωB97M-V with the def2-TZVPD basis set) of the ion C3H3O3P with charge -2 in a non-equilibrium geometry.

Geometry (Å):
C: 0.24010 1.58533 -0.06391
C: -0.12888 -1.77920 0.24312
C: 0.03529 0.42683 -0.94893
O: 1.83756 -0.29526 1.22236
O: -0.63631 -0.04246 2.00495
O: -1.02927 -2.19821 -0.46423
P: 0.39301 -0.04265 0.88639
H: -0.76202 2.04809 0.14216
H: -0.87186 0.22790 -1.53941
H: 0.92236 0.06963 -1.48250

Values from the calculation:
E_HOMO (alpha / beta): 2.50 / 2.57 eV
DFT total energy: -683.01748 Ha
Net charge: -2
Frontier orbital gap (alpha / beta): 4.5 / 4.5 eV
ΔE to the lowest compared entry with this formula, charge and spin: 310.88 kJ/mol
Multiplicity: 1

Atomic charges from the Mulliken analysis, expressed in e, are listed below: -0.5890 -0.4880 -0.7554 -0.8069 -0.7828 -0.1897 1.0681 0.0278 0.2693 0.2466

[6]
The following is a DFT calculation (ωB97M-V with the def2-TZVPD basis set) of a cluster of 2 separate species, C7H9NO2 in total in a non-equilibrium geometry.

Geometry (Å):
C: 1.93046 -1.24343 -1.86841
C: 2.39730 -0.36242 -0.91029
C: 1.55170 -0.38714 0.29598
N: 0.29435 -0.95917 0.33538
C: -0.13642 -1.67790 -0.80476
C: 0.60870 -1.80017 -1.84453
H: 2.55854 -1.62311 -2.80486
H: 3.25302 0.43426 -0.98449
H: 1.88005 0.10124 1.26542
H: -1.18154 -1.97388 -0.84467
H: 0.37975 -2.54842 -2.66881
C: -2.13775 0.29554 0.53810
C: -1.49596 1.42615 1.25527
O: -1.68118 1.96292 2.35229
O: -0.58179 2.04118 0.38656
H: -2.54864 -0.53928 1.34254
H: -2.87818 0.57823 -0.29239
H: -1.34240 -0.20398 -0.07722
H: -0.38538 2.95251 0.83782

Values from the calculation:
E_HOMO: -9.97 eV
DFT total energy: -477.28941 Ha
Frontier orbital gap: 10.5 eV
SMILES string: c1ccncc1.CC(=O)O
ΔE to the lowest compared entry with this formula, charge and spin: 269.08 kJ/mol
Multiplicity: 1

Atomic charges from the Mulliken analysis, expressed in e, are listed below: -0.0391 -0.4384 -0.0699 -0.4948 -0.1947 -0.4125 0.2261 0.2682 0.3400 0.4540 0.2804 -0.1114 0.5063 -0.6017 -0.4598 0.2968 0.3016 -0.1831 0.3320

[7]
The following is a DFT calculation (ωB97M-V with the def2-TZVPD basis set) of a structure of composition C30H44BrCl2N8O5S3SiW in a non-equilibrium geometry.

Geometry (Å):
W: 0.18801 -1.30667 1.42539
N: 2.24920 -1.41958 -1.70270
C: 2.83055 -1.20422 -0.52878
N: 2.28076 -1.19107 0.70223
C: 3.26532 -0.85997 1.64435
C: 4.50032 -0.64302 1.17017
S: 4.52389 -0.87138 -0.53060
C: 2.82544 -0.78768 3.02050
C: 3.56565 -0.55119 4.11653
S: 2.54387 -0.44522 5.49861
C: 1.15897 -0.72629 4.50133
N: 1.45920 -0.95717 3.22896
N: -0.05490 -0.68444 5.04774
H: 1.35454 -1.88154 -1.78261
H: 2.84638 -1.46943 -2.51334
H: 5.38785 -0.38612 1.72023
H: 4.63078 -0.42290 4.19002
H: -0.15087 -0.47127 6.02519
H: -0.88297 -0.85262 4.49388
O: 2.88154 -7.88129 1.15637
C: 2.73282 -7.30771 2.24086
O: 2.96986 -7.61678 3.41403
C: 2.08876 -5.89719 2.09963
C: 1.84566 -5.09788 3.20929
C: 1.29721 -3.84596 3.06194
N: 0.98018 -3.34956 1.85219
C: 1.21095 -4.13162 0.77227
C: 1.73895 -5.39667 0.84978
C: 0.78776 -3.51824 -0.49883
O: 1.02810 -3.95427 -1.59610
O: 0.13835 -2.35730 -0.31958
H: 2.10150 -5.49237 4.18465
H: 1.09153 -3.22749 3.91987
H: 1.91366 -6.01497 -0.02163
C: -3.04192 -2.32121 -1.33236
S: -2.64315 -2.31323 0.40293
C: -4.17996 -1.72960 1.08797
O: -1.72208 -1.06113 0.58677
H: -3.70482 -3.17371 -1.48252
H: -2.11287 -2.47731 -1.87515
H: -3.52236 -1.39282 -1.63329
H: -4.96097 -2.41953 0.76926
H: -4.37358 -0.72497 0.71527
H: -4.08330 -1.74043 2.17106
Cl: -1.28057 -2.32017 3.04636
C: -2.87212 -3.16369 6.16953
Cl: -4.19696 -2.72359 5.20873
H: -2.77660 -2.65837 7.11516
H: -2.37973 -4.09149 5.93471
C: -0.28338 0.53759 -4.24245
C: -1.18678 1.44900 -3.40214
C: -1.98269 2.35515 -4.36135
C: -2.18132 0.53755 -2.67447
Si: -0.16363 2.52418 -2.18287
Br: 0.40082 1.00754 -0.38104
C: 1.55182 3.08020 -2.83053
C: 1.34485 3.77975 -4.19038
C: 2.54492 1.92428 -3.02854
C: 2.22338 4.08630 -1.88804
C: -1.15475 3.84543 -1.21322
C: -1.39125 5.07526 -2.11661
C: -2.52185 3.28464 -0.79705
C: -0.45768 4.33965 0.06007
H: -0.91275 -0.08715 -4.88231
H: 0.30575 -0.12761 -3.61181
H: 0.39128 1.08452 -4.89581
H: -2.53271 1.72187 -5.06381
H: -1.35135 3.01608 -4.95390
H: -2.71815 2.96200 -3.83687
H: -2.65505 -0.11473 -3.41544
H: -2.97215 1.08643 -2.16714
H: -1.67812 -0.09427 -1.93898
H: 1.00774 3.09501 -4.96580
H: 2.30611 4.18385 -4.52053
H: 0.64748 4.61646 -4.14405
H: 2.19128 1.16302 -3.72108
H: 2.79050 1.44712 -2.07480
H: 3.47225 2.33322 -3.43771
H: 1.67677 5.02330 -1.80434
H: 3.21065 4.32732 -2.29109
H: 2.36789 3.68146 -0.88422
H: -1.89016 4.83654 -3.05475
H: -0.46755 5.60620 -2.34522
H: -2.03782 5.77471 -1.57991
H: -3.16157 3.06781 -1.65092
H: -3.03559 4.02318 -0.17680
H: -2.42619 2.37542 -0.19562
H: 0.47605 4.85856 -0.13422
H: -0.25409 3.53071 0.76241
H: -1.12988 5.04219 0.56110
N: -3.78244 3.33189 2.17194
C: -2.79973 2.86543 2.55277
N: -1.66231 2.37313 3.02304
C: -1.09643 1.33833 2.64336
N: -0.50002 0.36385 2.34489

Values from the calculation:
E_HOMO (alpha / beta): -9.88 / -9.88 eV
DFT total energy: -7029.20968 Ha
Net charge: +1
Frontier orbital gap (alpha / beta): 4.9 / 4.9 eV
⟨S²⟩: 2.01
Multiplicity: 3

Atomic charges from the Mulliken analysis, expressed in e, are listed below: 1.0250 0.2142 -0.4398 0.9280 -0.7366 -0.5069 -0.1402 -0.4894 -0.4778 -0.2102 -0.1796 0.8620 -0.0801 -0.0339 0.2526 0.4850 0.4774 0.2517 -0.0693 -0.6894 0.4607 -0.6978 0.1901 -1.3901 0.2365 0.4452 0.6178 -1.1209 0.0670 -0.6364 -0.4931 0.5549 0.5838 0.6653 -0.9854 0.6814 -0.8958 -0.2247 0.6165 0.2658 0.2738 0.5110 0.3083 0.1687 -0.3050 -0.6363 -0.0978 0.3892 0.3466 -1.9040 3.1320 -1.8790 -2.0959 -1.5303 -0.0419 2.6701 -1.7408 -1.7061 -2.1086 2.5691 -1.7667 -1.7930 -1.5831 0.6009 0.0280 0.4171 0.5219 0.3337 0.4028 0.7266 0.3209 -0.1101 0.3094 0.5500 0.3369 0.2925 0.2724 0.5701 0.3853 0.6154 0.3387 0.3167 0.3164 0.5458 0.2617 0.7192 0.1052 0.3545 0.0938 0.5365 -0.5398 0.4948 -0.7511 0.6928 0.3769

[8]
The following is a DFT calculation (ωB97M-V with the def2-TZVPD basis set) of the molecule C2H2O4S in a non-equilibrium geometry.

Geometry (Å):
C: -0.06865 -0.67896 0.57120
C: -0.87357 -1.68460 0.42562
O: 0.17404 2.57831 0.16041
O: 2.08598 1.58306 -0.85382
O: 0.68218 0.20435 0.80845
O: -0.03831 0.63624 -1.41556
S: 0.72674 1.51326 -0.60514
H: -0.77144 -2.61828 0.76290
H: -1.91697 -1.53339 0.14593

Values from the calculation:
E_HOMO: -11.02 eV
DFT total energy: -776.44698 Ha
Frontier orbital gap: 10.0 eV
ΔE to the lowest compared entry with this formula, charge and spin: 195.04 kJ/mol
Multiplicity: 1

Atomic charges from the Mulliken analysis, expressed in e, are listed below: 0.9517 -0.9428 -0.4841 -0.4745 -0.3327 -0.5443 1.2020 0.3583 0.2663